Entry 1:
Density functional theory data (ωB97M-V/def2-TZVPD) for a structure of composition C38H31Cl2FN5O8S6SbZr.

Results
Spin multiplicity   1
Orbital gap   5.50 eV
Max |F|   0.60 eV/Å
ΔE to the lowest compared entry with this formula, charge and spin   18.4 kJ/mol
Charge   -2

Geometry as XYZ:
```
93
C38H31Cl2FN5O8S6SbZr ωB97M-V/def2-TZVPD
Zr 0.321 -0.019 -0.336
C 4.868 -4.292 3.900
C 5.260 -2.839 4.137
C 5.190 -2.517 5.623
C 5.579 -1.071 5.878
C 4.703 -0.159 5.065
C 4.438 1.128 5.479
C 3.633 1.957 4.710
F 3.414 3.218 5.156
C 3.066 1.533 3.544
C 3.310 0.226 3.114
C 2.666 -0.233 1.877
O 1.785 0.466 1.362
C 3.144 -1.483 1.380
C 3.959 -2.239 2.152
N 4.394 -1.907 3.390
C 4.137 -0.623 3.862
C 2.877 -1.952 -0.025
O 3.513 -2.904 -0.461
O 1.997 -1.287 -0.670
H 5.431 -4.922 4.589
H 5.086 -4.636 2.891
H 3.803 -4.435 4.089
H 6.293 -2.683 3.799
H 5.854 -3.200 6.155
H 4.171 -2.701 5.977
H 6.629 -0.922 5.603
H 5.489 -0.823 6.937
H 4.855 1.505 6.405
H 2.441 2.170 2.936
H 4.295 -3.177 1.737
N 5.182 -0.165 -6.526
C 4.799 0.327 -5.264
C 4.181 -0.515 -4.341
C 3.816 -0.044 -3.095
C 4.076 1.280 -2.764
C 4.687 2.128 -3.669
C 5.060 1.651 -4.915
S 3.551 1.871 -1.182
O 4.135 1.011 -0.182
O 3.874 3.276 -1.102
N 1.958 1.612 -1.166
C 1.166 2.210 -2.078
N 1.566 3.069 -3.025
C 0.609 3.524 -3.822
C -0.728 3.173 -3.714
C -1.047 2.267 -2.716
N -0.116 1.796 -1.909
H 4.631 -0.961 -6.812
H 5.165 0.544 -7.244
H 3.953 -1.540 -4.610
H 3.298 -0.692 -2.397
H 4.842 3.163 -3.395
H 5.538 2.310 -5.632
H 0.933 4.215 -4.597
H -1.481 3.562 -4.382
H -2.054 1.900 -2.557
S -3.504 -0.272 2.896
Sb -2.757 -1.353 1.009
S -0.418 -1.779 1.327
S -2.429 0.242 -0.718
S -3.897 -3.171 0.271
O -0.442 1.494 1.211
S -1.754 2.228 1.382
C -1.508 2.950 3.008
C -2.627 3.129 3.803
C -2.471 3.668 5.073
C -1.206 3.999 5.538
C -0.088 3.794 4.738
C -0.239 3.269 3.465
C -1.477 3.731 0.437
C -2.585 4.419 -0.029
C -2.399 5.562 -0.794
C -1.114 5.993 -1.096
C -0.011 5.284 -0.639
C -0.189 4.145 0.131
H -3.592 2.794 3.443
H -3.337 3.799 5.710
H -1.086 4.403 6.536
H 0.902 4.032 5.107
H 0.612 3.076 2.826
H -3.580 4.043 0.182
H -3.258 6.103 -1.173
H -0.971 6.874 -1.710
H 0.993 5.597 -0.900
H 0.659 3.556 0.460
Cl -1.508 -0.678 -5.319
C -1.110 -1.807 -4.013
Cl -0.410 -3.304 -4.678
C -0.128 -1.179 -3.005
O 0.722 -0.376 -3.380
O -0.364 -1.546 -1.815
H -2.031 -2.074 -3.507
```



Entry 2:
Density functional theory data (ωB97M-V/def2-TZVPD) for a structure of composition C38H31F15GeHgN2O2PS.

Results
Spin multiplicity   2
Orbital gap (alpha / beta)   3.30 / 6.67 eV
Max |F|   0.94 eV/Å
ΔE to the lowest compared entry with this formula, charge and spin   0.0 kJ/mol
Charge   -2

Geometry as XYZ:
```
92
C38H31F15GeHgN2O2PS ωB97M-V/def2-TZVPD
Hg 0.318 -0.574 -0.981
F -4.770 -1.740 -0.119
C -4.859 -3.037 0.195
C -3.697 -3.721 0.536
C -3.875 -5.042 0.924
F -2.833 -5.770 1.332
C -5.112 -5.657 0.928
F -5.241 -6.939 1.295
C -6.237 -4.950 0.545
F -7.432 -5.540 0.531
C -6.109 -3.619 0.187
F -7.198 -2.922 -0.159
Ge -2.008 -2.638 0.540
S -1.652 -2.007 -1.481
C -0.587 -3.750 1.367
C -0.170 -4.867 0.660
F -0.758 -5.144 -0.515
C 0.795 -5.731 1.128
F 1.142 -6.828 0.436
C 1.389 -5.477 2.353
F 2.289 -6.329 2.848
C 1.027 -4.353 3.069
F 1.582 -4.135 4.261
C 0.065 -3.497 2.564
F -0.259 -2.439 3.302
C -2.506 -1.282 1.907
C -2.886 -1.725 3.164
F -2.916 -3.051 3.408
C -3.256 -0.865 4.174
F -3.625 -1.326 5.380
C -3.271 0.498 3.928
F -3.638 1.342 4.893
C -2.941 0.975 2.672
F -3.033 2.280 2.424
C -2.567 0.083 1.684
F -2.302 0.565 0.473
O 2.162 -2.049 0.296
C 1.895 -1.256 1.246
N 0.856 -0.357 1.181
C 0.792 0.418 2.325
O -0.059 1.303 2.560
C 1.897 -0.018 3.188
C 2.343 0.423 4.427
C 3.440 -0.206 4.998
C 4.088 -1.278 4.345
C 3.663 -1.714 3.102
C 2.572 -1.078 2.515
H 1.849 1.246 4.932
H 3.797 0.124 5.969
H 4.922 -1.773 4.833
H 4.161 -2.534 2.594
C 2.716 2.125 -0.246
C 2.629 2.861 -1.591
C 3.889 2.434 -2.360
C 2.662 4.371 -1.349
P 1.137 2.105 -2.545
N 1.116 0.567 -2.502
C -0.445 3.018 -1.921
C -0.424 2.991 -0.385
C -1.659 2.183 -2.364
C -0.621 4.473 -2.362
C 1.364 2.589 -4.395
C 0.005 2.366 -5.074
C 1.844 4.010 -4.690
C 2.317 1.560 -5.025
H 3.618 2.444 0.286
H 2.790 1.051 -0.416
H 1.865 2.301 0.407
H 4.761 2.520 -1.703
H 4.080 3.049 -3.240
H 3.789 1.390 -2.660
H 3.628 4.629 -0.901
H 1.887 4.683 -0.650
H 2.556 4.942 -2.273
H -0.244 1.989 0.007
H -1.399 3.306 -0.004
H 0.322 3.663 0.034
H -1.408 1.122 -2.399
H -2.038 2.477 -3.343
H -2.475 2.295 -1.644
H 0.225 5.092 -2.060
H -1.518 4.872 -1.875
H -0.762 4.572 -3.438
H -0.722 3.135 -4.820
H -0.391 1.390 -4.790
H 0.134 2.386 -6.162
H 1.190 4.761 -4.246
H 1.853 4.167 -5.775
H 2.857 4.181 -4.328
H 2.131 0.586 -4.568
H 3.366 1.820 -4.892
H 2.125 1.486 -6.101
```



Entry 3:
Density functional theory data (ωB97M-V/def2-TZVPD) for a structure of composition C38H31I2MgN6O4S in a non-equilibrium geometry.

Results
Spin multiplicity   1
Orbital gap   5.68 eV
Max |F|   1.64 eV/Å
ΔE to the lowest compared entry with this formula, charge and spin   81.5 kJ/mol
Charge   -1

Geometry as XYZ:
```
83
C38H31I2MgN6O4S ωB97M-V/def2-TZVPD
Mg -0.096 0.000 -0.103
C -3.099 0.346 -3.125
C -3.110 1.688 -3.483
C -2.340 2.564 -2.754
C -1.582 2.099 -1.662
N -1.552 0.789 -1.358
C -2.280 -0.048 -2.083
N -0.872 3.043 -0.993
C -0.230 2.822 0.107
N -0.242 1.696 0.865
C 0.480 1.898 1.978
N 0.706 1.113 2.991
C 0.376 -0.190 3.018
C 0.643 -0.849 4.239
C 0.443 -2.200 4.346
C -0.058 -2.876 3.234
C -0.332 -2.152 2.088
N -0.120 -0.854 1.959
C 1.031 3.254 1.968
C 1.868 3.902 2.854
C 2.264 5.192 2.532
C 1.848 5.787 1.347
C 1.016 5.124 0.453
C 0.595 3.848 0.777
H -3.688 -0.384 -3.663
H -3.687 2.025 -4.333
H -2.281 3.609 -3.005
H -2.191 -1.089 -1.815
H 1.023 -0.252 5.052
H 0.670 -2.726 5.265
H -0.234 -3.940 3.264
H -0.755 -2.632 1.225
H 2.205 3.402 3.751
H 2.912 5.734 3.207
H 2.188 6.789 1.122
H 0.717 5.589 -0.472
I 0.028 -4.428 -2.649
C 1.319 -3.651 -1.162
C 2.376 -4.406 -0.687
C 3.239 -3.872 0.239
I 4.790 -5.114 0.989
C 3.137 -2.530 0.639
C 4.016 -1.845 1.504
C 3.894 -0.487 1.649
C 2.854 0.182 0.991
N 1.935 -0.456 0.312
C 2.057 -1.771 0.114
C 1.036 -2.358 -0.709
O -0.011 -1.716 -1.017
H 2.506 -5.422 -1.034
H 4.777 -2.399 2.036
H 4.572 0.071 2.279
H 2.772 1.259 1.031
C -3.182 0.757 1.975
C -3.863 -0.577 1.720
O -3.032 -1.403 0.941
C -3.691 -2.556 0.461
C -2.685 -3.476 -0.217
H -3.834 1.408 2.554
H -2.929 1.230 1.030
H -2.260 0.601 2.527
H -4.822 -0.423 1.197
H -4.085 -1.078 2.681
H -4.470 -2.251 -0.258
H -4.192 -3.080 1.295
H -1.934 -2.860 -0.704
H -3.168 -4.101 -0.964
H -2.188 -4.119 0.505
O -2.320 -1.158 -7.296
C -1.856 0.109 -7.088
O -2.200 0.977 -7.861
C -0.991 0.325 -5.930
C -0.566 -0.696 -5.067
C 0.211 -0.417 -3.974
C 0.587 0.897 -3.656
S 1.486 1.243 -2.246
C 0.210 1.914 -4.551
C -0.560 1.632 -5.648
H -1.992 -1.762 -6.618
H -0.840 -1.733 -5.229
H 0.546 -1.214 -3.330
H 0.520 2.927 -4.343
H -0.873 2.418 -6.321
```



Entry 4:
Density functional theory data (ωB97M-V/def2-TZVPD) for a structure of composition C38H32AsN3O13P2Sr in a non-equilibrium geometry.

Results
Spin multiplicity   1
Orbital gap   6.08 eV
Max |F|   4.68 eV/Å
ΔE to the lowest compared entry with this formula, charge and spin   340.7 kJ/mol
Charge   -2

Geometry as XYZ:
```
90
C38H32AsN3O13P2Sr ωB97M-V/def2-TZVPD
Sr -1.461 -0.617 0.587
O -2.531 4.935 -5.520
C -2.461 5.172 -4.299
O -2.888 6.151 -3.650
C -1.737 4.094 -3.456
C -1.367 2.874 -3.980
C -0.727 1.935 -3.172
N -0.394 2.170 -1.891
C -0.755 3.358 -1.383
C -1.442 4.316 -2.125
C -0.561 3.659 0.077
C -0.671 4.995 0.500
C -0.804 5.288 1.839
C -0.829 4.242 2.747
C -0.606 2.970 2.257
N -0.424 2.667 0.969
C -0.387 0.617 -3.786
C -1.243 0.047 -4.725
C -0.864 -1.126 -5.352
C 0.361 -1.683 -5.041
C 1.133 -1.061 -4.072
N 0.773 0.056 -3.450
H -1.571 2.679 -5.024
H -1.809 5.240 -1.704
H -0.672 5.790 -0.229
H -0.909 6.316 2.164
H -0.977 4.398 3.807
H -0.536 2.135 2.948
H -2.202 0.501 -4.932
H -1.532 -1.614 -6.049
H 0.695 -2.607 -5.494
H 2.085 -1.487 -3.775
O -0.839 -4.961 -2.551
C -0.991 -3.751 -2.314
O -1.993 -3.035 -2.541
C 0.197 -3.053 -1.544
O 1.365 -3.383 -1.730
O -0.116 -2.105 -0.716
C -3.307 -1.794 -0.665
C -3.956 -1.174 0.739
O -5.283 -1.614 0.822
P -3.117 -1.571 2.577
O -4.362 -1.297 3.561
O -2.199 -0.357 2.832
O -2.524 -2.919 2.651
P -3.911 0.855 0.522
O -5.194 1.222 -0.318
O -4.183 1.406 1.976
O -2.633 1.313 -0.085
H -2.826 -2.767 -0.533
H -2.676 -1.031 -1.163
H -4.140 -1.929 -1.348
H -5.827 -0.959 1.272
H -4.965 -2.051 3.593
H -3.550 0.857 2.523
H -5.284 0.792 -1.177
C 3.737 1.111 4.502
C 2.813 1.801 3.735
C 2.201 1.174 2.652
C 2.476 -0.142 2.314
C 3.436 -0.810 3.078
C 4.056 -0.199 4.158
As 1.464 -1.004 0.789
C 1.398 -2.681 1.780
C 1.843 -3.910 1.303
C 1.698 -5.057 2.076
C 1.090 -4.994 3.321
C 0.628 -3.773 3.793
C 0.790 -2.627 3.029
C 3.088 -0.750 -0.248
C 3.319 0.533 -0.721
C 4.524 0.841 -1.340
C 5.504 -0.130 -1.496
C 5.278 -1.413 -1.015
C 4.076 -1.719 -0.390
H 4.211 1.584 5.355
H 2.558 2.828 3.973
H 1.504 1.750 2.058
H 3.714 -1.831 2.840
H 4.788 -0.750 4.737
H 2.245 -3.992 0.300
H 2.046 -6.006 1.685
H 0.954 -5.893 3.909
H 0.132 -3.705 4.753
H 0.423 -1.690 3.437
H 2.567 1.307 -0.650
H 4.686 1.845 -1.711
H 6.431 0.110 -2.004
H 6.031 -2.183 -1.132
H 3.919 -2.730 -0.039
```



Entry 5:
Density functional theory data (ωB97M-V/def2-TZVPD) for a structure of composition C38H32BrN3NiO2P2.

Results
Spin multiplicity   1
Orbital gap (alpha / beta)   5.85 / 5.85 eV
Max |F|   0.58 eV/Å
ΔE to the lowest compared entry with this formula, charge and spin   0.0 kJ/mol
Charge   +2

Geometry as XYZ:
```
79
C38H32BrN3NiO2P2 ωB97M-V/def2-TZVPD
Ni -0.999 0.256 -0.369
C -0.997 2.480 -2.768
O -0.622 1.161 -2.327
C 0.384 0.537 -3.031
C 1.044 1.062 -4.123
C 2.121 0.347 -4.646
Br 3.050 1.068 -6.116
C 2.530 -0.854 -4.103
C 1.844 -1.393 -3.014
C 0.775 -0.684 -2.501
O 0.079 -1.096 -1.357
C 2.317 -2.625 -2.373
N 3.564 -2.928 -2.218
C 3.568 -4.139 -1.537
C 4.647 -4.923 -1.133
C 4.364 -6.111 -0.493
C 3.042 -6.521 -0.255
C 1.962 -5.750 -0.640
C 2.258 -4.552 -1.277
N 1.444 -3.536 -1.782
H -1.437 2.426 -3.763
H -0.123 3.131 -2.766
H -1.725 2.845 -2.050
H 0.756 2.001 -4.569
H 3.380 -1.389 -4.501
H 0.580 -1.812 -0.920
H 5.663 -4.609 -1.330
H 5.174 -6.752 -0.173
H 2.868 -7.467 0.238
H 0.945 -6.074 -0.462
H 0.505 -3.698 -2.112
N -1.018 1.571 2.102
P 0.217 1.162 1.051
C 1.433 0.087 1.771
C 2.722 0.542 2.055
C 3.635 -0.321 2.644
C 3.265 -1.624 2.944
C 1.983 -2.081 2.658
C 1.065 -1.230 2.071
C 0.957 2.612 0.326
C 1.972 2.449 -0.622
C 2.512 3.562 -1.243
C 2.043 4.832 -0.922
C 1.028 4.992 0.011
C 0.474 3.883 0.634
P -2.306 0.931 1.206
C -3.501 2.187 0.781
C -3.955 2.298 -0.531
C -4.903 3.258 -0.855
C -5.382 4.112 0.128
C -4.935 4.000 1.440
C -4.003 3.032 1.773
C -3.141 -0.286 2.217
C -2.495 -0.902 3.289
C -3.172 -1.842 4.049
C -4.482 -2.179 3.732
C -5.124 -1.573 2.660
C -4.459 -0.623 1.902
H -0.986 1.964 3.034
H 3.012 1.558 1.827
H 4.634 0.026 2.869
H 3.981 -2.293 3.403
H 1.706 -3.101 2.888
H 0.069 -1.590 1.834
H 2.346 1.462 -0.873
H 3.303 3.442 -1.971
H 2.474 5.700 -1.402
H 0.667 5.982 0.257
H -0.329 4.011 1.348
H -3.597 1.621 -1.299
H -5.268 3.336 -1.870
H -6.116 4.865 -0.126
H -5.323 4.660 2.204
H -3.680 2.931 2.803
H -1.476 -0.640 3.546
H -2.681 -2.307 4.892
H -5.008 -2.912 4.329
H -6.146 -1.832 2.421
H -4.973 -0.136 1.082
```